The following is a quantum chemistry calculation of a cluster of 3 separate species, C15H20F8O9S3 in total in a non-equilibrium geometry, from the Open Molecules 2025 dataset.

The calculation puts the molecular weight at 592.501 g/mol. Its structure (SMILES) is O=C(F)C[C@]1(C(F)(F)C(F)(F)C(F)(F)F)COS(=O)(=O)O1.O=S1(=O)CCCC1.O=S1(=O)CCCC1. The LUMO energy is 0.237 eV. Its maximum force is 0.078 hartree/bohr. As for the gap between HOMO and LUMO: 10.7 eV.

```
55
Properties=species:S:1:pos:R:3:forces:R:3
O 0.762 -2.667 -4.134 0.11 -3.29 1.21
C 0.772 -1.583 -4.511 0.20 1.85 -0.55
F -0.391 -1.130 -5.088 0.97 0.91 -0.05
C 2.028 -0.701 -4.428 -0.77 0.38 -0.15
C 1.802 0.792 -3.980 0.57 -1.01 -3.83
C 0.864 1.125 -2.795 1.10 1.83 -0.08
F 0.801 2.497 -2.759 0.33 -0.49 0.18
F -0.404 0.741 -3.039 0.65 -0.67 0.12
C 1.363 0.709 -1.371 -0.96 0.18 0.68
F 2.645 1.028 -1.151 -0.15 -0.30 -0.70
F 0.637 1.450 -0.487 -0.06 -0.47 -0.42
C 1.141 -0.778 -0.958 0.03 -1.00 1.91
F -0.121 -1.215 -1.106 0.69 0.66 -0.27
F 1.962 -1.648 -1.542 -0.11 0.52 -0.49
F 1.433 -0.842 0.375 -0.29 0.22 -0.85
C 1.259 1.474 -5.305 -1.62 1.32 -0.90
O 2.361 1.946 -6.124 1.24 -0.60 1.32
S 3.768 1.823 -5.344 1.51 -0.62 -0.15
O 4.619 0.788 -5.833 -1.33 -0.76 -0.27
O 4.484 3.039 -5.219 -1.51 0.80 0.56
O 3.140 1.301 -3.925 -0.34 0.99 0.82
H 2.816 -1.202 -3.835 -0.83 0.17 -0.09
H 2.443 -0.654 -5.462 -0.26 0.10 0.63
H 0.661 0.839 -5.983 0.46 -0.20 0.74
H 0.639 2.384 -5.192 0.34 -0.52 0.67
O -1.091 0.009 5.650 -0.04 0.29 -0.02
S 0.262 0.297 5.242 0.18 -0.05 -0.10
O 0.776 1.643 5.180 -0.32 0.06 0.06
C 1.368 -0.700 6.224 0.25 -0.41 0.09
C 1.495 -2.001 5.436 -0.07 -0.04 -0.07
C 1.637 -1.591 3.965 0.09 -0.02 0.00
C 0.566 -0.530 3.677 0.19 -0.31 -0.33
H 0.957 -0.839 7.222 -0.09 0.16 -0.05
H 2.324 -0.177 6.281 -0.06 0.05 -0.02
H 2.346 -2.592 5.776 -0.04 0.02 0.00
H 0.592 -2.605 5.563 0.03 0.03 0.04
H 2.630 -1.166 3.801 -0.04 0.00 0.02
H 1.531 -2.445 3.296 -0.01 0.05 0.01
H 0.906 0.199 2.943 -0.11 0.10 0.12
H -0.366 -0.986 3.339 -0.06 0.08 0.14
O -5.458 -1.500 1.599 0.12 -0.21 0.03
S -4.074 -1.102 1.570 0.29 0.27 -0.04
O -3.012 -1.974 2.012 -0.23 -0.18 0.07
C -3.670 -0.505 -0.067 -0.07 0.21 -0.46
C -4.007 0.981 -0.031 -0.08 -0.01 0.02
C -3.482 1.485 1.313 0.13 0.13 -0.02
C -3.919 0.487 2.387 0.11 0.41 0.23
H -4.242 -1.054 -0.813 0.02 -0.15 0.13
H -2.602 -0.665 -0.218 -0.04 -0.05 0.05
H -3.556 1.518 -0.867 -0.02 -0.05 0.00
H -5.090 1.120 -0.087 0.03 -0.03 -0.02
H -2.390 1.530 1.278 -0.03 0.01 0.00
H -3.844 2.489 1.539 0.04 -0.04 0.02
H -3.180 0.410 3.185 -0.13 -0.17 0.06
H -4.890 0.747 2.806 0.00 -0.15 -0.03
```
Forces are in eV/Å.

These are the Mulliken partial charges, in e, on atoms 1 to 8: number 1, O, carries -0.41; number 2, C, carries 0.41; number 3, F, carries -0.26; number 4, C, carries -0.78; number 5, C, carries 0.67; number 6, C, carries 0.51; number 7, F, carries -0.34; number 8, F, carries -0.27

=====

The following is a quantum chemistry calculation of a structure of composition C15H20FORe in a non-equilibrium geometry, from the Open Molecules 2025 dataset.

The calculation puts the molecular weight at 421.529 g/mol. As for the total charge: -1. The LUMO energy (spin up / spin down) is 2.896 / 2.804 eV. Its maximum force is 0.050 hartree/bohr. Its multiplicity is 4. As for the gap between HOMO and LUMO (spin up / spin down): 1.9 / 6.9 eV.

```
38
Properties=species:S:1:pos:R:3:forces:R:3
Re 0.006 0.048 1.256 -0.51 0.95 2.35
C 1.823 0.247 2.737 -0.51 -0.15 0.33
C 2.296 -0.586 1.698 -0.12 0.13 -0.42
C 2.336 0.167 0.518 0.82 -0.55 -0.63
H 2.519 -1.633 1.793 -0.05 -0.16 -0.04
C 1.878 1.468 0.801 -0.46 0.42 0.03
C 1.591 1.522 2.184 0.63 0.91 0.17
H 1.250 2.386 2.725 -0.03 0.07 0.05
H 1.664 -0.050 3.759 0.05 0.02 0.10
H 2.616 -0.205 -0.452 0.07 -0.02 -0.05
H 1.783 2.280 0.100 0.08 0.04 -0.08
C -2.146 0.126 2.342 0.62 -0.30 -0.02
C -1.449 1.279 2.728 -0.05 0.91 0.28
C -1.230 2.063 1.570 -0.30 0.91 0.91
H -1.117 1.513 3.725 -0.01 0.03 0.08
C -1.775 1.382 0.470 0.34 -0.46 -0.76
C -2.336 0.173 0.949 -0.28 -0.05 -0.58
H -2.781 -0.605 0.357 -0.08 -0.03 -0.10
H -2.407 -0.697 2.982 0.03 -0.11 0.08
H -0.724 3.012 1.530 0.01 0.07 0.01
H -1.786 1.741 -0.544 -0.09 0.01 -0.09
O -0.078 -0.936 -0.742 0.14 -0.90 -1.25
C -0.193 -0.578 -2.183 0.12 -0.12 0.12
C 0.497 -1.901 -2.550 -0.06 -0.06 -0.09
C 0.556 0.685 -2.509 0.02 -0.05 -0.05
C -1.646 -0.522 -2.590 -0.05 0.00 -0.14
C 0.411 -2.270 -1.076 -0.14 0.21 0.08
H 1.511 -1.771 -2.916 0.07 0.03 -0.04
H -0.057 -2.537 -3.235 -0.03 -0.02 -0.06
H -0.325 -3.020 -0.806 -0.12 -0.11 -0.01
H 1.342 -2.487 -0.563 0.15 0.03 0.10
H 0.542 0.851 -3.586 -0.04 -0.03 -0.07
H 1.592 0.630 -2.188 0.17 -0.04 -0.03
H 0.096 1.545 -2.028 -0.10 0.16 0.06
H -1.743 -0.800 -3.639 0.00 0.04 -0.06
H -2.062 0.473 -2.466 -0.10 0.17 0.05
H -2.239 -1.217 -1.998 -0.05 -0.19 0.00
F -0.212 -1.780 1.846 -0.14 -1.74 -0.23
```
Forces are in eV/Å.

These are the Mulliken partial charges, in e, on atoms 1 to 8: number 1, Re, carries 3.12; number 2, C, carries -0.57; number 3, C, carries -0.74; number 4, C, carries -1.07; number 5, H, carries 0.35; number 6, C, carries -0.68; number 7, C, carries -0.78; number 8, H, carries 0.70